# 1
9
Properties=species:S:1:pos:R:3 method="wB97M-V/def2-TZVPD" largest_force_ha_per_bohr=0.06347 smiles=C[C@@H](Cl)C#N e_above_lowest_kj_mol=50.5 homo_ev=-11.458 multiplicity=1 total_charge=0
C -0.224 -0.986 -0.162
C -0.189 0.492 -0.178
Cl -1.448 1.221 1.001
C 1.128 1.062 0.193
N 2.011 1.609 0.674
H 0.038 -1.508 0.830
H 0.651 -1.489 -0.763
H -1.289 -1.151 -0.423
H -0.679 0.749 -1.172

***

# 2
9
Properties=species:S:1:pos:R:3 method="wB97M-V/def2-TZVPD" largest_force_ha_per_bohr=0.06081 e_above_lowest_kj_mol=571.2 homo_ev="-8.905 / -8.905" multiplicity=1 total_charge=0
C -1.624 1.764 -0.073
C -1.176 0.634 -0.043
C 0.298 -1.204 0.428
N 1.303 -0.849 -0.389
Cl 2.083 0.730 -0.004
H -2.191 2.632 -0.092
H -0.371 -2.081 0.191
H 0.496 -0.736 1.420
H 1.182 -0.889 -1.438

***

# 3
10
Properties=species:S:1:pos:R:3 method="wB97M-V/def2-TZVPD" largest_force_ha_per_bohr=0.05507 e_above_lowest_kj_mol=569.8 homo_ev=-8.709 multiplicity=1 total_charge=0
C 0.327 -0.304 -0.083
C 1.143 0.391 -0.777
C -0.134 -1.637 0.174
N -0.638 2.529 0.519
O 1.676 1.360 -1.143
Cl -0.968 1.021 0.675
H 0.574 -2.108 0.753
H -0.982 -1.588 0.936
H -0.233 -2.334 -0.611
H -0.763 2.671 -0.444

***

# 4
12
Properties=species:S:1:pos:R:3 method="wB97M-V/def2-TZVPD" largest_force_ha_per_bohr=0.11145 e_above_lowest_kj_mol=187.6 homo_ev=-9.725 multiplicity=1 total_charge=0
C 2.894 -0.175 -0.672
C 1.415 0.584 -0.234
C -0.916 0.257 0.347
N 0.445 -0.290 0.050
O 1.366 1.747 -0.087
O 5.429 -0.200 -0.229
S 4.122 0.216 0.274
Cl 0.725 -1.972 0.266
H 2.877 -0.597 -1.684
H -0.855 0.767 1.335
H -1.102 0.872 -0.458
H -1.792 -0.515 0.373